Computed, not measured: a cluster of 10 separate species, C30H76N4O22S6 in total at a distorted geometry, with the ωB97M-V functional and the def2-TZVPD basis.

```
138
Properties=species:S:1:pos:R:3:forces:R:3
C 3.932380 1.199931 -5.268670 -1.7 0.3 -2.4
C 3.941223 2.703987 -5.395178 1.7 -0.1 0.5
O 2.987946 3.458846 -5.443836 -0.8 -0.4 -0.1
N 5.206137 3.188728 -5.459498 0.2 -0.1 0.7
C 5.333473 4.644101 -5.586972 1.6 -1.4 -0.8
H 2.863078 0.984342 -5.292615 0.1 -0.6 0.6
H 4.470284 0.799789 -4.439993 0.2 -0.3 0.6
H 4.309033 0.786835 -6.243936 0.0 0.3 1.0
H 5.954246 2.546756 -5.135141 -0.6 1.1 -0.4
H 6.339157 4.781923 -6.020794 -0.3 0.5 0.5
H 5.176504 5.196305 -4.670969 0.0 0.1 0.2
H 4.621263 4.904050 -6.344263 -0.4 0.6 -0.2
C 3.928676 -2.442331 -6.112430 -1.7 -1.0 -0.9
C 3.209538 -2.712842 -4.761248 0.0 -0.1 0.0
O 3.211374 -1.876236 -3.855763 0.1 -0.9 -0.7
N 2.601893 -3.951057 -4.633556 0.7 1.2 0.6
C 2.069667 -4.389785 -3.352439 -0.6 -0.4 -0.3
H 4.992895 -2.266843 -5.909330 -0.4 0.0 -0.3
H 3.424650 -1.604796 -6.644837 0.6 0.0 0.8
H 3.715178 -3.272242 -6.881371 0.8 0.8 1.4
H 2.676675 -4.570510 -5.397290 0.1 -0.6 -0.6
H 1.421953 -5.285216 -3.370399 0.3 0.5 -0.7
H 1.484749 -3.576624 -2.999477 -0.6 0.6 0.6
H 2.809467 -4.602750 -2.603576 0.8 0.0 0.2
C -2.844036 3.240430 2.229275 -0.2 1.2 1.0
C -1.806888 3.446695 3.333528 -0.5 1.7 -0.4
O -1.027291 2.603608 3.673034 1.1 -1.8 0.3
N -1.795697 4.671330 3.954141 -1.2 -1.3 -2.1
C -0.769804 5.173925 4.768630 0.5 0.5 0.8
H -3.480432 4.111602 2.089310 0.1 0.3 0.1
H -3.530495 2.474992 2.561749 0.1 -0.6 -0.4
H -2.350294 3.105990 1.282289 0.1 -0.6 -0.2
H -2.232606 5.368506 3.410838 -0.8 0.7 -0.5
H -1.360165 5.966763 5.260724 1.4 0.3 0.3
H 0.161152 5.492873 4.212645 -1.0 -0.1 0.6
H -0.515938 4.411180 5.495281 0.3 0.0 0.2
C -3.244176 -4.515039 1.763175 0.0 0.4 0.9
C -2.186487 -5.135512 0.866597 -0.9 1.5 0.9
O -2.580885 -5.924056 0.045004 0.8 -1.1 -0.7
N -0.894989 -4.784627 1.181215 0.4 0.5 -0.1
C 0.199546 -5.589707 0.653733 1.0 1.3 -0.5
H -4.237335 -4.660641 1.364411 -0.1 0.1 -0.6
H -3.110007 -3.442783 2.031280 0.2 -0.8 0.0
H -3.255184 -5.163865 2.658819 0.2 0.6 0.0
H -0.695637 -3.758937 1.375353 -0.6 -1.8 -0.1
H 0.753258 -5.024427 -0.134436 -0.2 -0.3 0.5
H -0.163193 -6.469241 0.166585 -0.5 -0.6 -0.1
H 0.927929 -5.869432 1.434460 -0.4 0.1 -0.2
O -5.724665 1.456202 3.590975 -0.1 0.2 0.2
S -4.942338 0.296279 3.890787 -0.1 -0.4 0.4
O -3.885657 -0.017795 2.962882 -0.2 -0.3 0.2
O -4.335221 0.353272 5.348534 -1.5 -0.3 0.2
C -3.140598 1.108862 5.496176 2.4 0.0 -0.6
C -2.957204 1.751421 6.870566 -0.2 -1.5 0.1
C -6.011509 -1.107644 4.127536 1.5 0.8 -1.4
H -3.066116 1.777129 4.639688 -0.1 0.5 0.5
H -2.329274 0.386866 5.302353 -0.2 0.4 0.3
H -3.091288 0.937952 7.641829 -0.1 1.1 -0.7
H -3.649345 2.568161 6.977219 -0.3 0.3 0.4
H -1.929367 2.124142 7.003031 -0.3 -0.2 -0.4
H -5.350300 -1.957212 4.251322 -0.4 -0.2 0.4
H -6.517617 -1.154164 3.185755 -0.2 -0.3 -0.8
H -6.755890 -0.872291 4.829832 -0.6 0.0 1.4
O -1.248803 3.197891 -1.685384 -0.2 1.1 0.8
S -1.730244 4.570744 -1.570742 1.3 -1.8 -2.9
O -2.278264 5.039095 -0.372288 -0.2 1.0 1.8
O -0.603257 5.561989 -2.129573 -1.7 -0.3 1.3
C 0.323815 4.994233 -3.058361 0.7 -0.4 0.4
C 1.443029 4.336239 -2.297339 -0.2 -0.3 -0.4
C -2.902767 4.652678 -2.846194 -1.1 -0.8 0.1
H 0.670919 5.869519 -3.555013 0.4 0.5 -0.7
H -0.122842 4.299888 -3.775214 -0.2 0.2 0.2
H 2.151425 4.105295 -3.062501 1.0 -0.1 -0.4
H 1.116872 3.358713 -1.926118 0.1 0.5 0.5
H 1.868889 5.030760 -1.559009 -0.2 -0.5 -0.1
H -3.700993 3.995844 -2.431702 0.4 0.3 -0.7
H -2.423548 4.225512 -3.728061 -0.3 0.0 0.1
H -3.327047 5.621317 -3.048161 0.1 0.5 0.1
O 7.491791 -1.122780 -4.787768 0.0 0.1 1.5
S 7.701688 -0.418599 -3.530584 0.9 1.2 -2.5
O 7.552796 1.014333 -3.550698 -0.3 -0.6 0.3
O 6.732013 -0.942881 -2.407064 0.5 0.5 0.2
C 6.368566 -2.344735 -2.331643 -0.5 -0.6 -0.1
C 6.957461 -2.974192 -1.039678 -2.4 -0.6 -0.9
C 9.396469 -0.700245 -2.955566 -1.9 0.7 1.4
H 6.799764 -2.780127 -3.232409 -0.2 -0.4 0.1
H 5.252266 -2.350555 -2.446077 1.0 -0.1 0.3
H 7.814914 -2.455676 -0.811517 2.3 1.0 0.5
H 7.187729 -4.036873 -1.156776 -0.1 0.2 -0.1
H 6.312826 -2.848030 -0.166290 -0.2 -0.1 -0.3
H 10.217440 -0.306422 -3.503736 0.1 0.2 -1.3
H 9.456911 -1.730108 -2.757108 0.5 -1.4 0.2
H 9.391108 -0.136504 -2.026712 0.1 -0.2 0.4
O -0.227220 -2.833885 7.639296 -1.0 1.5 -1.0
S -1.281968 -1.965172 7.101493 2.3 -2.6 1.4
O -2.004191 -1.182632 8.026258 -0.8 1.0 0.3
O -0.720253 -1.020105 5.992529 0.3 -0.1 0.0
C 0.160618 -1.647586 4.991528 1.3 1.4 0.3
C 0.770189 -0.457672 4.177723 -0.9 -1.3 -0.2
C -2.321036 -3.098378 6.292000 -1.4 0.2 -0.9
H -0.488637 -2.256975 4.413235 -0.3 -0.5 -0.9
H 0.912106 -2.274478 5.516710 -0.5 0.5 -0.3
H 1.407855 0.158482 4.819732 -0.2 -0.1 -0.3
H -0.084815 0.118044 3.778353 0.5 0.0 0.3
H 1.309722 -0.859279 3.287938 -0.2 0.3 0.8
H -1.840477 -3.538972 5.432748 0.4 -0.2 -0.1
H -3.277691 -2.677767 5.940301 0.4 0.2 0.3
H -2.510533 -3.859144 7.027879 -0.1 -0.3 0.3
O -1.801592 -1.258533 -0.795123 0.0 -0.4 0.1
S -0.962817 -0.914548 0.318428 0.7 0.6 0.5
O -0.666637 -1.886328 1.360605 -0.8 0.9 -0.4
O 0.472033 -0.552230 -0.179995 0.3 0.5 -1.0
C 0.589784 0.303723 -1.428426 -1.0 -1.0 1.1
C 2.078275 0.460561 -1.625909 0.2 -0.7 0.6
C -1.622596 0.652227 0.924689 1.6 -1.6 2.2
H 0.072875 1.235542 -1.190089 0.3 0.1 -0.1
H -0.056500 -0.217767 -2.186885 1.2 0.4 0.3
H 2.578454 0.901335 -0.722199 -0.7 -0.2 -0.8
H 2.201406 1.108116 -2.478126 0.4 0.2 -0.4
H 2.556348 -0.527000 -1.807477 -0.4 0.7 -0.1
H -1.088267 0.964924 1.915552 -0.2 0.1 -2.4
H -2.500580 0.285558 1.407554 -1.4 0.1 -0.3
H -1.768378 1.278616 0.042868 0.1 0.2 0.6
O -6.876364 -2.440252 -0.795838 1.6 1.5 -1.1
S -5.962481 -1.887835 -1.816951 -0.7 -1.5 2.3
O -6.394076 -2.009692 -3.156385 0.2 0.3 -1.2
O -5.643244 -0.314104 -1.589608 -0.6 -1.3 1.2
C -5.657380 0.109709 -0.157794 -0.6 -0.8 -0.3
C -5.569990 1.597892 -0.214497 0.5 0.5 -2.0
C -4.379380 -2.753352 -1.573252 -0.4 0.1 -0.6
H -4.812192 -0.351944 0.328793 0.7 0.1 0.0
H -6.513972 -0.333246 0.382907 0.0 0.5 -0.7
H -6.386293 2.082835 -0.748326 -0.8 -0.4 0.4
H -4.800152 1.794995 -1.013574 0.2 0.2 1.5
H -5.459245 2.074955 0.747673 0.5 0.1 0.1
H -3.623654 -2.347680 -2.274083 -0.6 -0.3 0.3
H -4.630764 -3.837662 -1.776912 0.4 1.3 0.3
H -4.002613 -2.574793 -0.558611 -0.3 -0.2 -0.2
```
Forces are in eV/Å.

## Properties
HOMO energy: -9.24 eV
LUMO level: 0.2 eV
SMILES: CCOS(C)(=O)=O.CCOS(C)(=O)=O.CCOS(C)(=O)=O.CCOS(C)(=O)=O.CCOS(C)(=O)=O.CCOS(C)(=O)=O.CNC(C)=O.CNC(C)=O.CNC(C)=O.CNC(C)=O
Energy: -148356.441 eV
Orbital gap: 9.4495 eV
Largest force on an atom: 0.07246 Eh/bohr

Results of the Löwdin charge analysis, in e, for atoms 1 through 8: -0.007 -0.573 0.026 -0.002 -0.067 0.082 0.065 0.101